Entry 1:
Density functional theory data (ωB97M-V/def2-TZVPD) for C37H52HfN2O3S as an isolated structure.

Geometry as XYZ:
```
96
Properties=species:S:1:pos:R:3:forces:R:3:mulliken_charge:R:1
Hf -0.075218 -0.605036 0.201280 -0.3 -0.2 -0.3 -0.561
S 0.163980 3.753141 -1.350638 0.2 0.1 0.1 0.562
O -1.579320 -0.528318 -1.150307 0.1 -0.2 0.3 -0.182
O -3.766193 -0.774797 -0.661388 0.0 0.0 -0.1 -0.537
O -1.250619 1.376115 0.441998 -0.1 0.0 0.0 0.675
N 2.068273 -0.192352 0.446818 -0.1 0.0 -0.2 1.038
N 0.685078 -2.467177 0.270569 0.2 0.0 0.1 1.781
C -1.479646 -3.121382 2.221895 0.0 0.0 -0.1 0.404
C 2.308027 1.221998 0.586187 -0.1 0.2 0.0 0.434
C 4.365587 -4.456016 0.645060 -0.1 -0.1 0.0 -0.933
C 4.307662 -3.087009 0.673698 0.0 0.1 0.0 -1.038
C 3.778908 1.259460 -1.516066 0.0 0.1 0.0 0.856
C -1.534120 -3.430088 0.728322 0.1 0.1 0.1 0.476
C 3.277529 1.909454 -2.810038 0.0 0.0 0.0 -1.436
C 3.133969 1.911582 -0.304389 0.1 -0.1 -0.1 0.710
C 1.957117 -4.541292 0.366861 -0.1 -0.1 0.0 -0.531
C 1.900850 3.204342 1.873298 0.1 0.1 0.0 -0.444
C -0.499330 -3.152382 -0.180531 -0.1 -0.1 0.0 -0.936
C -0.145762 1.744749 3.477019 0.0 0.0 0.0 -2.148
C -2.761571 -0.130736 -0.639379 -0.1 0.2 0.0 -0.581
C -2.680516 1.263446 -0.000258 0.3 0.0 0.0 2.291
C -3.561441 1.400514 1.219093 0.0 0.0 0.0 -1.608
C 1.883330 -3.150405 0.395461 -0.1 0.0 0.0 1.178
C 2.753229 3.899544 1.025571 0.0 0.0 0.0 -1.907
C 0.658969 -1.635344 -2.786018 0.0 -0.1 -0.1 -0.462
C -1.803639 -4.001530 -2.001043 -0.1 0.0 0.0 -0.729
C 3.075225 -2.412475 0.541566 0.0 0.1 0.0 -0.049
C 0.173009 4.223348 -3.095147 -0.1 -0.1 0.1 -1.270
C 1.959544 0.383335 3.694344 0.0 0.0 0.0 -1.560
C -2.999560 2.303688 -1.055885 0.0 0.0 0.0 -1.969
C 0.957676 1.015999 2.723702 0.1 0.1 0.0 2.394
C -2.851491 -4.247524 -1.118257 0.0 0.0 0.0 -1.334
C -0.187701 -3.432824 2.980773 -0.1 0.0 0.0 -1.501
C 1.683103 1.849946 1.677925 0.0 -0.2 0.1 0.345
C 3.176331 -5.179188 0.487780 0.1 0.1 0.0 -0.781
C -0.054459 5.376643 -0.591727 0.0 -0.1 -0.1 -1.292
C 3.357280 3.259267 -0.042245 0.0 0.1 0.0 -0.472
C 0.524940 -3.140792 -2.517956 -0.1 0.0 0.0 1.257
C -0.618182 -3.450545 -1.559094 0.1 0.0 0.0 0.635
C 0.405732 -3.868091 -3.855094 0.0 0.0 0.0 -2.068
C -2.714314 -3.972438 0.226614 -0.1 0.0 0.0 -0.920
C -1.952798 -1.692502 2.459545 -0.2 0.0 0.1 -1.457
C 3.090058 -0.992216 0.576714 0.0 -0.1 0.1 0.074
C 5.306360 1.312976 -1.425692 0.0 0.0 0.0 -1.643
H 4.011424 3.822569 -0.695570 0.0 0.0 0.0 0.437
H 1.451584 -0.255307 4.418454 0.0 0.0 0.0 0.443
H -3.778743 -4.664568 -1.488120 0.0 0.0 0.0 0.450
H -0.269069 -1.209349 -3.160858 0.0 0.0 0.0 0.211
H 1.051547 4.830891 -3.302280 0.0 0.0 0.0 0.400
H 5.753747 0.792314 -2.272436 0.0 0.0 0.0 0.459
H -1.282295 -0.903591 2.029552 0.1 0.0 0.0 0.150
H -0.968007 5.844774 -0.954408 0.0 0.0 0.0 0.449
H 3.522778 2.971997 -2.837718 0.0 0.0 0.0 0.337
H 1.452441 -3.479035 -2.051984 0.0 0.0 0.0 0.120
H 5.674113 0.852739 -0.506219 0.0 0.0 0.0 0.353
H -0.401465 -3.470444 4.049372 0.0 0.0 0.0 0.490
H -1.959292 -1.426572 3.518575 0.0 0.0 0.0 0.657
H 1.047919 -5.117244 0.245936 0.0 0.0 0.0 0.585
H 3.483100 0.208249 -1.553749 0.0 0.0 0.0 -0.210
H -0.433236 -3.497535 -4.446603 0.0 0.0 0.0 0.432
H -3.532799 -4.185511 0.903867 0.0 0.0 0.0 0.491
H 0.487443 0.130403 2.220150 -0.1 0.0 0.1 -1.057
H 3.744660 1.434878 -3.673430 0.0 0.0 0.0 0.484
H -2.256371 -3.748420 2.664543 0.0 0.0 0.0 0.769
H 0.216389 -4.402426 2.691870 0.0 0.0 0.0 0.379
H 5.309933 -4.971789 0.742915 0.0 0.0 0.0 0.451
H 4.059318 -0.526368 0.758601 0.0 0.0 0.0 0.342
H -1.931636 -4.242349 -3.046716 0.0 0.0 0.0 0.454
H -0.126601 5.233906 0.484964 0.0 0.0 0.0 0.309
H -4.571277 1.089003 0.958654 0.0 0.0 0.0 0.397
H 1.450478 3.715167 2.714237 0.0 0.0 0.0 0.470
H 5.663232 2.343717 -1.443104 0.0 0.0 0.0 0.353
H 0.214576 3.312755 -3.688769 0.0 0.0 0.0 0.352
H 2.947943 4.949163 1.204057 0.0 0.0 0.0 0.477
H -2.940186 -1.506445 2.038566 0.0 0.0 -0.1 0.366
H -0.848289 2.239683 2.808766 0.0 0.0 0.0 0.302
H 0.279946 -4.941332 -3.711821 0.0 0.0 0.0 0.443
H 0.972395 -1.086988 -1.875579 0.1 0.1 0.0 -0.208
H -0.731512 4.774916 -3.343595 0.0 0.0 0.0 0.449
H 2.472084 1.177119 4.239054 0.0 0.0 0.0 0.402
H -3.209690 0.775907 2.040471 0.0 0.0 0.0 0.179
H 0.290665 2.493582 4.138291 0.0 0.0 0.0 0.556
H -0.849733 2.168094 0.022732 0.0 0.1 -0.1 -1.065
H -3.581967 2.437005 1.554351 0.0 0.0 0.0 0.423
H 2.714122 -0.209080 3.176014 0.0 0.0 0.0 0.264
H 1.458425 -1.447528 -3.503876 0.0 0.0 0.0 0.797
H -4.047627 2.192013 -1.334577 0.0 0.0 0.0 0.485
H 1.311935 -3.711594 -4.439908 0.0 0.0 0.0 0.466
H 3.211684 -6.260661 0.463398 0.0 0.0 0.0 0.467
H 2.194479 1.811323 -2.905539 0.0 0.0 0.0 0.172
H -2.853221 3.307029 -0.655826 0.0 0.0 0.0 0.438
H -2.385158 2.180635 -1.945723 0.0 0.0 0.0 0.414
H -0.693024 1.045358 4.110522 0.0 0.0 0.0 0.398
H 5.211292 -2.500628 0.794822 0.0 0.0 0.0 0.542
H 0.587927 -2.681917 2.824086 0.0 0.0 0.0 0.115
H 0.803229 6.008204 -0.816659 0.0 0.0 0.0 0.400
```
Positions in Å, forces in eV/Å.

As for the spin multiplicity: 1. The energy relative to the best compared isomer or geometry (same formula, charge and spin) is 25.0 kcal/mol. For the gap between HOMO and LUMO, the calculation gives 6.756 eV. For the lowest unoccupied orbital energy, the calculation gives -6.9 eV. The total charge is +2.

***

Entry 2:
Density functional theory data (ωB97M-V/def2-TZVPD) for C37H52N2O3P2RbSi2 as an isolated structure.

Geometry as XYZ:
```
99
Properties=species:S:1:pos:R:3:forces:R:3:mulliken_charge:R:1
Rb 1.416441 -1.309299 -1.131453 0.4 -0.3 -0.2 0.593
P -1.649765 -0.614157 0.454353 0.0 -0.2 -0.1 1.499
P 0.337885 1.703434 -0.017656 0.2 -0.1 -0.1 1.254
Si 2.969796 2.895295 -0.883297 -0.1 0.0 0.0 0.029
Si -2.650114 -3.416976 -0.096539 0.0 0.1 0.0 0.172
O 2.143052 -4.020216 0.011353 0.1 0.0 0.0 -0.081
O 4.323686 -0.924232 -0.430883 -0.1 0.0 -0.1 0.108
O 4.081336 -3.341155 -1.927011 -0.1 0.0 0.1 -0.220
N -1.545286 -2.156004 0.009471 0.0 0.2 0.0 0.511
N 1.846432 1.680849 -0.577184 -0.2 0.0 0.0 0.176
C -2.989573 0.149200 -0.560532 -0.1 0.0 0.3 0.906
C 0.766829 3.291563 3.722066 0.0 0.1 0.1 -0.746
C -3.887302 1.085223 -0.056074 0.0 0.1 0.1 -0.215
C -3.100617 -0.205101 -1.900407 0.1 -0.1 -0.1 -0.605
C 0.889234 -4.441311 0.520629 0.0 0.0 0.0 -0.849
C -2.217054 3.652598 -3.373752 0.0 0.0 0.0 -0.614
C 4.244264 -0.268701 0.821631 0.0 0.0 0.1 -0.398
C -4.902227 1.608705 -0.844091 0.0 0.0 0.0 -1.015
C -4.502149 -3.009236 -0.127244 0.0 -0.1 0.0 -1.058
C 4.127000 -4.532482 -1.168006 0.0 -0.1 0.0 -0.453
C 0.597111 4.660858 3.553728 0.0 0.0 0.0 -0.510
C -2.597010 3.823704 -2.051420 0.0 0.0 -0.1 -0.965
C -2.491980 -4.662512 1.318347 0.1 0.1 0.0 -1.029
C -0.239861 0.226932 0.415869 -0.3 0.4 0.3 -2.518
C 2.723510 -4.974086 -0.841812 0.0 0.0 0.0 -0.663
C -5.007609 1.234282 -2.174799 0.0 0.0 0.0 -0.601
C 2.347513 4.445428 -1.773544 0.1 0.0 0.0 -1.209
C 3.820131 3.545331 0.677845 0.0 0.0 -0.1 -0.974
C 0.293560 5.157074 2.295378 0.0 0.0 0.0 -0.842
C 4.327712 2.191819 -1.994122 -0.1 0.0 0.0 -0.653
C 5.265678 -2.572922 -1.835656 0.1 0.0 0.0 -0.652
C -2.371895 -4.372591 -1.710547 0.0 0.1 0.0 -1.124
C 0.168577 4.288832 1.217892 0.0 0.2 0.0 -0.071
C -2.394242 -0.606391 2.155674 0.1 -0.2 -0.1 -0.085
C 5.389540 -1.824460 -0.522627 0.1 0.0 0.0 -0.648
C -3.303261 -0.801834 4.805490 0.0 0.0 0.0 -0.550
C -4.087554 0.337857 -2.704789 -0.1 0.1 -0.1 -0.897
C 0.323861 2.916082 1.377582 0.1 0.0 -0.2 0.020
C -1.502420 -0.611433 3.223189 0.1 0.0 0.0 -0.520
C -1.837158 3.269904 -1.030943 -0.1 0.0 0.1 0.147
C -1.070989 2.923180 -3.664289 -0.1 0.0 -0.1 -0.789
C -1.944379 -0.711536 4.531108 0.0 0.0 0.1 -0.728
C -0.313427 2.386311 -2.637812 0.1 -0.1 0.0 -0.919
C -4.205712 -0.807169 3.753438 0.0 0.0 0.0 -1.053
C 0.625974 2.433825 2.645635 0.0 -0.1 0.1 -0.163
C -0.679659 2.550599 -1.304264 0.0 0.0 0.1 0.862
C -3.750280 -0.721690 2.443339 -0.1 0.0 0.0 0.022
H 6.150478 -3.208777 -1.987679 0.0 0.0 0.0 0.347
H 1.006229 2.890636 4.700161 0.0 0.0 0.0 0.413
H 4.246654 2.736093 1.270978 0.1 -0.1 0.0 0.237
H -1.314169 -4.558193 -1.902911 0.1 0.0 0.0 0.211
H 0.599798 1.843175 -2.861496 0.0 0.0 0.0 0.472
H 0.754339 1.365601 2.769537 0.0 0.0 0.0 0.177
H -1.463615 -4.994507 1.460038 0.0 -0.1 0.0 0.182
H 1.749988 4.224700 -2.657929 0.0 -0.1 0.0 0.341
H 4.623593 4.241624 0.429402 0.1 0.1 0.0 0.410
H -0.763874 2.778674 -4.693825 0.0 0.0 0.0 0.408
H -2.813681 4.076333 -4.172637 0.0 0.0 0.0 0.369
H -3.497534 4.375004 -1.810642 0.0 0.0 0.0 0.417
H -5.599598 2.321004 -0.419203 0.0 0.0 0.0 0.361
H -2.807204 -4.187543 2.249353 0.0 0.0 0.1 0.267
H -4.148633 0.051039 -3.747952 0.0 0.0 0.0 0.383
H -5.026822 -3.874189 -0.545514 -0.1 0.0 0.0 0.450
H -3.113010 -5.545531 1.164399 -0.1 -0.1 0.0 0.353
H 1.747762 5.075665 -1.116443 -0.1 0.0 0.0 0.268
H 1.021534 -5.263104 1.235417 0.0 0.0 0.0 0.286
H -4.744276 -2.142089 -0.741046 0.0 0.1 -0.1 0.219
H 3.216940 5.031824 -2.086922 0.0 0.1 0.0 0.446
H -4.898326 -2.841072 0.873932 0.0 0.0 0.1 0.261
H 4.639809 1.214773 -1.625179 0.1 -0.1 0.0 -0.171
H 3.104901 4.067900 1.314189 -0.1 0.0 0.0 0.242
H 4.649915 -5.320167 -1.731489 0.0 0.0 0.0 0.367
H -5.270075 -0.880240 3.944828 0.0 0.0 0.0 0.428
H 6.355057 -1.292812 -0.504623 0.0 0.0 0.0 0.367
H -2.410472 -0.938414 -2.308472 0.0 0.0 0.0 0.372
H -5.790064 1.647013 -2.799879 0.0 0.0 0.0 0.382
H 5.222348 -1.853497 -2.654685 0.0 0.0 0.0 0.294
H 5.384044 -2.510435 0.337126 0.0 0.0 0.0 0.369
H 5.201108 2.841921 -2.048595 0.1 0.1 0.0 0.324
H -2.751852 -3.781312 -2.545919 0.0 0.1 -0.1 0.299
H -2.893946 -5.329538 -1.720100 -0.1 -0.1 0.0 0.337
H 2.125948 -5.079051 -1.760196 0.1 0.0 0.0 0.285
H -3.798362 1.413862 0.973334 0.0 0.0 0.0 0.616
H 5.170165 0.282086 1.026278 0.0 0.0 0.0 0.276
H 4.073100 -1.000097 1.621681 0.0 0.0 0.0 0.374
H 2.759210 -5.961350 -0.356360 0.0 0.0 0.0 0.385
H 3.950785 2.052642 -3.009428 0.0 0.0 -0.1 0.267
H -0.445015 -0.536173 2.999261 0.0 0.0 0.0 0.256
H -3.652097 -0.872490 5.829153 0.0 0.0 0.0 0.359
H 0.415876 -3.586833 0.999565 0.0 0.0 0.0 0.253
H 0.231055 -4.770776 -0.289695 0.0 0.0 0.0 0.297
H 4.665442 -4.376347 -0.227901 0.0 0.0 0.0 0.299
H 0.701470 5.333116 4.396959 0.0 0.0 0.0 0.363
H -4.474186 -0.741134 1.639595 0.0 0.0 0.0 0.626
H -0.054506 4.697845 0.239850 0.0 0.0 0.0 0.363
H -1.223082 -0.712774 5.340301 0.0 0.0 0.0 0.423
H -2.165379 3.396546 -0.005858 0.0 0.0 0.0 0.619
H 3.404874 0.424087 0.760090 0.0 0.0 0.0 -0.226
H 0.159762 6.221890 2.143884 0.0 0.0 0.0 0.396
```
Positions in Å, forces in eV/Å.

As for the spin multiplicity: 1. The energy relative to the best compared isomer or geometry (same formula, charge and spin) is 0.0 kcal/mol. For the gap between HOMO and LUMO, the calculation gives 5.403 eV. For the lowest unoccupied orbital energy, the calculation gives 1.8 eV. The total charge is -1.

***

Which of these has the lowest gap between HOMO and LUMO? C37H52N2O3P2RbSi2